{"formula": "C15H22N4O5", "method": "wB97M-V/def2-TZVPD", "symbols": ["C", "O", "C", "C", "N", "C", "C", "C", "C", "O", "O", "N", "C", "C", "C", "O", "N", "C", "O", "N", "C", "C", "C", "C", "H", "H", "H", "H", "H", "H", "H", "H", "H", "H", "H", "H", "H", "H", "H", "H", "H", "H", "H", "H", "H", "H"], "xyz": [[-3.4430, -1.9649, 1.9131], [-3.3362, -0.6562, 1.3911], [-3.8868, -0.4863, 0.1172], [-3.0083, -1.0381, -1.0250], [-1.6392, -0.5933, -0.9487], [-1.1014, 0.6198, -1.2067], [-1.8657, 1.8516, -1.5372], [-2.0224, 2.7253, -0.2794], [-0.6620, 2.9916, 0.3267], [-0.3106, 2.6199, 1.4116], [0.1176, 3.7076, -0.4849], [0.2161, 0.6271, -1.0914], [0.5551, -0.6272, -0.7306], [-0.5822, -1.4194, -0.6292], [-0.5153, -2.8042, -0.2880], [-1.4272, -3.6060, -0.1866], [0.8048, -3.1794, -0.0705], [1.9697, -2.4367, -0.1833], [3.0533, -2.9430, -0.0039], [1.8096, -1.1131, -0.5245], [2.9936, -0.2947, -0.7163], [3.5744, 0.2280, 0.6054], [5.0378, 0.6125, 0.4013], [2.7744, 1.4204, 1.1177], [-4.4935, -2.2747, 1.9668], [-2.8851, -2.6959, 1.3223], [-3.0267, -1.9198, 2.9168], [-4.0194, 0.5921, -0.0010], [-4.8731, -0.9697, 0.0452], [-3.4443, -0.7339, -1.9816], [-2.9842, -2.1289, -0.9758], [-2.8462, 1.6044, -1.9446], [-1.2959, 2.4130, -2.2791], [-2.4826, 3.6755, -0.5525], [-2.6270, 2.2233, 0.4758], [1.0018, 3.8013, -0.0974], [0.9535, -4.1510, 0.1793], [2.7078, 0.5345, -1.3647], [3.7370, -0.9243, -1.2126], [3.5274, -0.5848, 1.3365], [5.6239, -0.2551, 0.1091], [5.1279, 1.3709, -0.3741], [5.4532, 1.0121, 1.3230], [3.1356, 1.7300, 2.0954], [2.8854, 2.2574, 0.4299], [1.7182, 1.1823, 1.2056]], "e_above_lowest_kcal_mol": 4.9, "charge": 0, "smiles": "COCCn1c(CCC(=O)O)nc2c1c(=O)[nH]c(=O)n2CC(C)C"}

{"formula": "C15H22NO4P", "method": "wB97M-V/def2-TZVPD", "symbols": ["H", "N", "C", "C", "C", "C", "C", "C", "O", "C", "C", "P", "C", "C", "C", "O", "H", "H", "H", "H", "H", "H", "H", "H", "H", "H", "H", "H", "H", "C", "C", "O", "C", "C", "O", "H", "H", "H", "H", "H", "H", "H", "H"], "xyz": [[-6.6302, -2.3203, 1.8769], [-5.8805, -2.7301, 1.2883], [-4.8132, -2.9657, 2.0026], [-4.8601, -2.5549, 3.5685], [-3.4770, -3.6331, 1.4281], [-2.9474, -2.9624, 0.0911], [-3.7210, -2.5518, -1.0056], [-2.9407, -1.8496, -2.2234], [-3.2265, -2.0576, -3.4186], [-1.7517, -0.8707, -1.7629], [-0.9777, -1.2775, -0.6589], [0.4336, -0.3353, 0.1494], [0.1417, 1.5282, 0.1183], [2.1233, -0.8206, -0.5299], [-1.3639, -2.6877, 0.0140], [-0.5120, -3.4895, 0.4405], [-3.9340, -1.9645, 3.8710], [-4.9846, -3.5183, 4.1608], [-5.7833, -1.9059, 3.7712], [-2.6726, -3.4353, 2.2268], [-3.5376, -4.7616, 1.3233], [-4.8443, -2.7163, -1.0026], [-1.5450, 0.1304, -2.2560], [0.7464, 1.9999, 0.9538], [0.3136, 1.9950, -0.9122], [-0.9751, 1.6870, 0.3499], [2.3968, -0.3399, -1.5233], [2.8982, -0.4567, 0.2403], [2.2662, -1.9595, -0.5790], [5.3918, 2.5905, 0.2626], [5.1705, 2.5196, -1.2342], [3.7780, 2.3547, -1.5416], [2.9018, 3.3702, -1.6536], [3.2983, 4.7328, -1.1620], [1.7901, 3.1603, -2.0780], [4.8902, 3.4548, 0.7024], [6.4577, 2.6561, 0.4912], [4.9807, 1.7036, 0.7507], [5.5906, 3.3777, -1.7634], [5.6757, 1.6361, -1.6307], [2.9702, 4.8508, -0.1275], [2.7997, 5.4803, -1.7827], [4.3636, 4.9370, -1.2354]], "e_above_lowest_kcal_mol": 69.3, "charge": 0, "smiles": "[H]/N=C(\\C)CC1=CC(=O)C=C(P(C)C)C1=O.CCOC(C)=O"}

{"formula": "C15H22O4Si", "method": "wB97M-V/def2-TZVPD", "symbols": ["C", "C", "C", "C", "C", "Si", "O", "C", "C", "O", "C", "C", "H", "H", "H", "H", "H", "H", "H", "H", "H", "H", "H", "H", "H", "H", "H", "H", "H", "H", "O", "C", "C", "C", "C", "O", "C", "C", "H", "H", "H", "H"], "xyz": [[8.0716, -0.0481, 0.0865], [6.9496, -0.3854, -0.1911], [5.5928, -0.7986, -0.5563], [5.0198, -0.0090, -1.7541], [4.0592, 1.1184, -1.3291], [2.3723, 0.4165, -0.9823], [1.2744, 1.6041, -0.6612], [-0.0836, 1.4991, -1.0692], [-0.8579, 0.4086, -0.3533], [-0.9599, -0.7664, -1.1375], [-0.4362, -1.9518, -0.5678], [-1.1187, -3.1432, -1.2165], [9.0586, 0.2288, 0.3467], [5.6049, -1.8700, -0.7682], [4.9465, -0.6651, 0.3160], [5.8482, 0.4158, -2.3235], [4.5136, -0.7075, -2.4272], [3.9953, 1.8696, -2.1206], [4.4654, 1.6147, -0.4417], [1.9167, -0.3631, -2.1611], [2.4656, -0.5059, 0.1802], [-0.1419, 1.3154, -2.1480], [-0.5511, 2.4638, -0.8632], [-1.8655, 0.7749, -0.1362], [-0.3729, 0.1937, 0.6063], [0.6517, -2.0012, -0.7148], [-0.6083, -1.9514, 0.5161], [-1.9969, -3.4648, -0.6554], [-0.4333, -3.9887, -1.2950], [-1.4420, -2.8676, -2.2211], [-3.1333, 2.0433, 1.5609], [-4.1970, 1.5283, 1.8326], [-4.3468, 0.6589, 3.0268], [-5.5110, 0.0879, 3.3219], [-6.7105, 0.2979, 2.4703], [-7.7711, -0.2209, 2.7401], [-6.5591, 1.1686, 1.2759], [-5.3947, 1.7393, 0.9812], [-3.4581, 0.5233, 3.6300], [-5.6479, -0.5508, 4.1850], [-7.4470, 1.3042, 0.6717], [-5.2571, 2.3770, 0.1173]], "charge": 0, "total_energy_ha": -1175.11221, "smiles": "C#CCCC[SiH2]OCCOCC.O=C1C=CC(=O)C=C1"}

{"formula": "C15H23AsF6FeNO4S2", "method": "wB97M-V/def2-TZVPD", "symbols": ["Fe", "C", "C", "C", "C", "C", "C", "C", "H", "H", "H", "H", "H", "H", "H", "H", "F", "C", "F", "F", "S", "O", "O", "N", "S", "O", "O", "C", "F", "F", "F", "C", "C", "As", "C", "C", "C", "C", "H", "H", "H", "H", "H", "H", "H", "H", "H", "H", "H", "H", "H", "H", "H"], "xyz": [[-2.9173, -1.2856, 2.6203], [-0.6649, -3.7741, 3.7941], [-1.9355, -3.0037, 4.0758], [-3.1396, -3.5342, 3.5795], [-4.3256, -2.7985, 3.8687], [-4.2989, -1.5919, 4.6356], [-3.0491, -1.0812, 5.0151], [-1.9450, -1.7595, 4.7488], [0.0863, -3.6699, 4.6539], [-0.1899, -3.3938, 2.9165], [-0.7888, -4.8799, 3.7004], [-3.0414, -4.3483, 2.9335], [-5.2651, -3.2401, 3.5955], [-5.2283, -1.0985, 4.8555], [-3.1135, -0.2773, 5.7190], [-1.0057, -1.3332, 5.0528], [-4.5342, 2.2863, 0.7998], [-3.2485, 2.2091, 0.9250], [-2.8989, 2.0688, 2.2048], [-2.5173, 3.1040, 0.3617], [-2.8403, 0.6167, 0.0915], [-3.5061, -0.3923, 0.9662], [-3.2344, 0.6286, -1.2254], [-1.3194, 0.4836, 0.2113], [-0.3753, -0.3486, 1.0648], [0.2804, -1.4412, 0.3983], [-1.1136, -0.7198, 2.3198], [0.8828, 0.8638, 1.7467], [0.2411, 1.8229, 2.3432], [1.5195, 0.0864, 2.6339], [1.7792, 1.2522, 0.8426], [3.4276, -0.5841, -5.0908], [2.5989, 0.7322, -5.4051], [2.0312, 1.8029, -3.8508], [2.6782, 3.6426, -3.6106], [4.2058, 3.8673, -3.8005], [2.4131, 0.7300, -2.2955], [1.3733, -0.3366, -1.9796], [3.5279, -1.1747, -6.0386], [2.9752, -1.1983, -4.3234], [4.3737, -0.3645, -4.7013], [1.6631, 0.4031, -5.8585], [3.0156, 1.3389, -6.1282], [2.2813, 3.8037, -2.6117], [2.0073, 4.2831, -4.2422], [4.7619, 2.9666, -3.5431], [4.5188, 4.6957, -3.2431], [4.3976, 4.1026, -4.8403], [2.4313, 1.4146, -1.4744], [3.3895, 0.2460, -2.5045], [0.3790, 0.0157, -2.0487], [1.7329, -0.8114, -1.0795], [1.5239, -1.0261, -2.7789]], "e_above_lowest_kcal_mol": 15.3, "charge": 2, "spin_multiplicity": 6}

{"formula": "C15H23BF2N4O9", "method": "wB97M-V/def2-TZVPD", "symbols": ["C", "C", "C", "O", "O", "C", "C", "C", "N", "C", "N", "N", "O", "N", "C", "C", "C", "C", "O", "C", "C", "O", "H", "H", "H", "H", "H", "H", "H", "H", "H", "H", "H", "H", "H", "H", "H", "H", "H", "H", "H", "H", "H", "H", "H", "B", "O", "C", "O", "C", "O", "O", "F", "F"], "xyz": [[5.4052, -1.2838, 0.0106], [3.8657, -0.9105, 0.0110], [3.7691, 0.6307, -0.1402], [4.5955, 1.3035, 0.3672], [2.7700, 1.2867, -0.8888], [1.5741, 1.4491, -0.1324], [0.3619, 0.6412, -0.7231], [-0.9610, 1.3377, -0.3531], [-1.1327, 2.6498, -0.0357], [-2.4873, 2.8077, 0.1745], [-3.1326, 3.9204, 0.4821], [-3.0500, 1.5944, 0.0046], [-4.3968, 1.5030, 0.2050], [-2.1487, 0.6581, -0.3432], [-2.4168, -0.7531, -0.6390], [-3.6360, -0.8890, -1.6573], [-4.9074, -1.4733, -0.9257], [-6.2484, -0.8489, -1.4361], [-7.3492, -1.6979, -1.0163], [-7.6333, -1.5288, 0.3255], [-8.8064, -0.5757, 0.7669], [-7.0535, -2.1036, 1.1910], [5.8117, -1.0587, 1.0180], [5.5207, -2.3758, -0.1571], [5.9654, -0.7410, -0.7797], [3.3697, -1.2725, 0.9386], [3.4253, -1.4603, -0.8538], [1.3657, 2.5304, -0.0035], [1.7628, 1.0361, 0.8906], [0.4193, -0.3781, -0.2716], [0.4227, 0.5159, -1.8296], [-2.5963, 4.7824, 0.5311], [-4.1296, 3.9374, 0.6686], [-4.5087, 1.0087, 1.0449], [-2.5977, -1.3316, 0.2982], [-1.5530, -1.2523, -1.1323], [-3.3504, -1.4501, -2.5667], [-3.9165, 0.1488, -1.9655], [-4.9454, -2.5576, -1.1569], [-4.8624, -1.2710, 0.1698], [-6.4500, 0.1758, -1.0486], [-6.3076, -0.8211, -2.5488], [-8.3231, 0.2761, 1.2855], [-9.4306, -1.1794, 1.4585], [-9.3500, -0.2852, -0.1551], [10.1331, 0.1891, 0.3648], [9.1123, -0.8781, 0.2040], [8.9106, -1.4287, 1.3891], [8.1370, -2.3293, 1.6031], [9.7877, -0.7559, 2.4024], [9.8446, -1.0201, 3.5761], [10.4988, 0.1861, 1.8029], [9.5901, 1.4382, 0.0020], [11.2625, -0.0962, -0.4265]], "e_above_lowest_kcal_mol": 0.0, "charge": 0}